[1]
Molecular formula: C11H20FeO4PS2
Method: DFT, ωB97M-V/def2-TZVPD

Geometry (Å):
Fe -0.145100 0.425000 0.157200
C 3.960300 4.329500 -4.485900
C 3.131100 3.068100 -4.229400
O 3.116900 2.744700 -2.874100
P 1.647700 2.463800 -2.033900
S -1.765300 1.542200 -0.717300
S 2.218000 0.980300 -0.813400
O 1.742600 3.760300 -0.986200
C 1.179200 4.992400 -1.353300
C 0.362600 5.542600 -0.196400
H 3.979900 4.546300 -5.553700
H 4.978600 4.177500 -4.134900
H 3.540500 5.182500 -3.955500
H 3.578800 2.226700 -4.781600
H 2.110900 3.219600 -4.615100
H 0.539500 4.861900 -2.235300
H 1.988500 5.691800 -1.621000
H -0.449500 4.855200 0.021200
H -0.036800 6.522300 -0.450400
H 0.985300 5.630100 0.689800
C -1.384300 -0.417400 5.292700
C -0.057200 0.209400 4.837000
C 0.186600 1.509000 5.623700
C 1.087500 -0.786200 5.084700
C -0.125400 0.502500 3.398300
C -0.159400 0.729800 2.204400
H -1.375200 -0.619700 6.369000
H -1.556200 -1.351300 4.759900
H -2.214300 0.253100 5.070000
H 0.211200 1.322500 6.702800
H -0.609500 2.224700 5.415200
H 1.132400 1.961300 5.325400
H 1.172900 -1.028100 6.148600
H 2.034600 -0.374500 4.737000
H 0.905900 -1.703600 4.526400
O -0.835800 -3.792600 0.776500
C -0.997100 -2.837500 0.030200
O -0.533700 -1.679500 0.095700
H -1.670500 -3.016100 -0.887000

Forces on atoms 1 to 2 (eV/Å):
-0.599 -0.303 -0.121
-0.192 -0.356 0.122

The expectation value of S² is 8.78. As for the charge: -2. The calculation puts the energy at -85269.14662 eV. The energy above the lowest of the compared OMol25 structures with the same formula, charge and spin comes out at 0.5201 eV. For the gap between HOMO and LUMO (alpha / beta), the calculation gives 6.361 / 6.388 eV. Its spin multiplicity is 6. The maximum force comes out at 1.8 eV/A.

***

[2]
Molecular formula: C11H20MgN3P2
Method: DFT, ωB97M-V/def2-TZVPD

Geometry (Å):
C -2.154670 -1.638396 1.391149
C -2.996584 -2.790450 0.972359
C -3.486898 -2.783593 -0.314831
C -3.393687 -1.475920 -0.951956
C -2.730743 -0.594487 -0.087795
Mg -1.333544 -2.232085 -0.440126
P -0.257143 -2.389646 1.787518
H -2.314856 -0.886062 2.267678
H -3.122641 -3.619832 1.707222
H -3.865775 -3.633688 -0.815528
H -2.659829 0.546383 0.018693
H -3.796920 -1.260654 -1.998911
H 1.146603 -2.648953 1.321442
H -0.081370 -3.210125 2.885694
H -0.008118 -1.211202 2.497597
C 1.383064 3.006131 -0.208482
N 1.662611 2.029428 0.849930
C 2.806818 1.188233 0.493459
N 2.620161 0.524686 -0.811240
C 2.315549 1.499930 -1.860403
N 1.152634 2.345700 -1.506896
C -0.109097 1.635311 -1.578035
P -0.113879 0.231562 -0.352465
C 0.474377 1.274849 1.166586
C 1.603566 -0.502702 -0.770732
H 2.254459 3.652625 -0.331218
H 0.500886 3.595988 0.073687
H 2.986019 0.439669 1.270139
H 3.676190 1.837721 0.403536
H 2.113981 0.966369 -2.800848
H 3.164355 2.177928 -1.975214
H -0.937853 2.334654 -1.361190
H -0.253587 1.225715 -2.595005
H 0.673408 0.652363 2.048051
H -0.332674 1.977206 1.428259
H 1.529197 -0.973586 -1.764274
H 1.885993 -1.291070 -0.057851

Forces on atoms 1 to 2 (eV/Å):
-3.242 3.343 -0.647
0.964 -0.854 3.533

As for the charge: -1. The calculation puts the energy at -40214.62959 eV. The energy above the lowest of the compared OMol25 structures with the same formula, charge and spin comes out at 3.3041 eV. For the gap between HOMO and LUMO (alpha / beta), the calculation gives 2.650 / 2.652 eV. Its spin multiplicity is 1. The maximum force comes out at 4.7 eV/A.

***

[3]
Molecular formula: C11H20MnN2O3
Method: DFT, ωB97M-V/def2-TZVPD

Geometry (Å):
Mn 0.262872 -0.505938 -0.274722
C 2.288386 -2.343041 -1.531198
O 1.629425 -1.761382 -0.314745
C 1.908610 -2.504770 0.946176
C 1.400203 -1.599398 2.039504
O 0.141068 -0.992151 1.533956
C -1.185841 -1.542610 1.918376
C -1.811944 -2.118096 0.669761
O -1.476774 -1.168937 -0.421301
C -2.208506 -1.418757 -1.700449
H 3.358713 -2.182853 -1.421390
H 2.030594 -3.399192 -1.574353
H 1.896527 -1.804800 -2.394033
H 1.389681 -3.460827 0.869822
H 2.985037 -2.667113 1.017096
H 1.196331 -2.125276 2.971720
H 2.063192 -0.757960 2.235308
H -1.047420 -2.298127 2.691196
H -1.743984 -0.705262 2.331909
H -1.419953 -3.096336 0.387575
H -2.898688 -2.168976 0.752118
H -3.262622 -1.235384 -1.502502
H -1.824264 -0.707329 -2.428994
H -2.028649 -2.447519 -2.006670
N -0.234148 5.481035 -0.403696
C -0.161533 4.184819 -0.379664
C 0.876815 3.475537 -1.105077
C 0.902774 2.119345 -1.048774
N -0.026408 1.380882 -0.338475
C -1.006159 2.037828 0.371085
C -1.118002 3.392800 0.375714
H 0.428761 6.059298 -0.931014
H -0.957677 6.001638 0.103293
H 1.618332 4.012650 -1.688559
H 1.670648 1.571368 -1.586851
H -1.713174 1.423731 0.911298
H -1.922211 3.871105 0.926554

Forces on atoms 1 to 2 (eV/Å):
-0.196 0.766 -0.188
0.029 0.041 -0.021

The expectation value of S² is 0.81. As for the charge: +4. The calculation puts the energy at -52123.48358 eV. The energy above the lowest of the compared OMol25 structures with the same formula, charge and spin comes out at 0.1812 eV. For the gap between HOMO and LUMO (alpha / beta), the calculation gives 5.013 / 5.167 eV. Its spin multiplicity is 2. The maximum force comes out at 1.2 eV/A.

***

[4]
Molecular formula: C11H20N2NaO6P2
Method: DFT, ωB97M-V/def2-TZVPD

Geometry (Å):
C -3.764934 -0.560449 -1.007878
C -2.641036 -0.957919 -1.110665
C -1.291840 -1.475850 -1.146443
P -0.022395 -0.647739 -0.090346
O 0.221496 -2.211957 0.614586
C 1.796849 -0.611484 -0.514471
P 2.382108 -1.922806 -1.654537
O 3.109488 -1.389433 -2.797376
O 3.350723 -2.871016 -0.765889
O 1.197232 -2.889661 -2.078525
N -0.589677 -0.062915 1.403544
C 0.116085 -0.053347 2.475512
C 1.345289 0.788400 2.681263
C -0.291085 -0.858648 3.674280
N -0.209603 1.003114 -0.873181
C -0.913392 2.005781 -0.157703
C -0.097885 3.124047 0.432959
O -2.117840 2.021428 -0.045351
C -0.321186 1.016870 -2.268397
C -1.266747 1.993646 -2.924778
O 0.359238 0.270909 -2.935960
H -4.690324 -0.246363 -0.599935
H -0.934826 -1.622251 -2.163798
H -1.386614 -2.478478 -0.735781
H 1.121799 -2.336810 0.928461
H 2.049886 0.314382 -1.015869
H 2.400310 -0.653334 0.393553
H 3.624289 -2.441306 0.050279
H 1.182013 -3.702822 -1.556940
H 2.016364 0.321490 3.394886
H 1.836806 0.999861 1.735010
H 0.989931 1.737559 3.083400
H -1.186229 -1.411038 3.406436
H -0.443115 -0.244144 4.557966
H 0.504149 -1.588939 3.825899
H -0.093703 3.054766 1.515594
H 0.915817 3.089563 0.046695
H -0.555624 4.056183 0.110946
H -1.133391 1.930747 -3.996788
H -2.293443 1.848085 -2.610628
H -0.947618 2.999516 -2.635064
Na -3.612040 0.784882 1.239737

Forces on atoms 1 to 2 (eV/Å):
-0.197 0.076 0.712
0.486 0.482 0.092

As for the charge: +1. The calculation puts the energy at -49986.09721 eV. The energy above the lowest of the compared OMol25 structures with the same formula, charge and spin comes out at 0.4055 eV. For the gap between HOMO and LUMO, the calculation gives 8.583 eV. Its spin multiplicity is 1. The maximum force comes out at 1.8 eV/A.